DFT (the ωB97M-V functional and the def2-TZVPD basis) results for a 6-piece molecular cluster, C25H63BI2O13P overall.

Positions of all 105 atoms, in Å:
C  5.1464  -4.0723  3.3126
C  4.6291  -4.3159  1.7659
I  6.2829  -5.4191  0.7628
C  3.2532  -5.2482  1.7637
P  1.6425  -4.1831  2.0137
C  0.8561  -5.4754  3.1799
C  -0.7567  -5.6995  2.9860
O  -1.4002  -5.9089  1.8330
I  -1.9827  -5.7035  4.8505
B  0.2307  -2.9097  2.2470
O  -0.4257  -2.5394  3.5161
O  -0.2490  -2.1953  1.0150
H  4.5783  -3.1431  3.7453
H  4.8021  -5.0130  3.9292
H  6.3069  -3.8872  3.3845
H  4.4871  -3.2724  1.2526
H  3.1939  -5.7123  0.6719
H  3.4072  -6.0474  2.6048
H  2.3389  -3.5551  3.1229
H  2.2475  -3.2357  1.0675
H  0.9790  -4.8304  0.9032
H  1.3512  -6.5564  3.1189
H  1.0224  -5.1144  4.3039
H  0.1796  -2.7591  4.3010
H  0.3549  -1.4018  0.8215
C  -2.8081  3.4904  -0.2291
O  -3.5466  2.5392  -0.9870
C  -2.7404  1.8791  -1.9683
C  -2.3024  0.4908  -1.4908
O  -1.4251  0.5783  -0.3635
C  -2.0970  0.3247  0.8660
H  -3.3913  3.7541  0.6536
H  -1.8416  3.0976  0.0951
H  -2.6530  4.3931  -0.8289
H  -1.8728  2.4960  -2.2362
H  -3.3578  1.7642  -2.8652
H  -1.7404  0.0052  -2.2954
H  -3.1703  -0.1385  -1.2611
H  -2.2676  -0.7512  0.9750
H  -3.0520  0.8567  0.9281
H  -1.4570  0.6655  1.6828
C  -4.8127  5.8619  -1.7655
O  -3.6320  6.6091  -1.4965
C  -3.0973  7.2262  -2.6721
C  -3.4793  8.7078  -2.7494
O  -4.8909  8.8759  -2.9148
C  -5.5432  9.2067  -1.6931
H  -5.3079  5.6487  -0.8178
H  -5.5078  6.4073  -2.4080
H  -4.5433  4.9132  -2.2411
H  -3.4193  6.6882  -3.5732
H  -2.0072  7.1467  -2.6078
H  -3.0005  9.1471  -3.6308
H  -3.1228  9.2529  -1.8676
H  -5.3603  10.2592  -1.4536
H  -5.2044  8.5765  -0.8642
H  -6.6168  9.0560  -1.8262
C  -3.8101  -10.1718  0.5955
O  -3.9097  -8.9230  -0.0792
C  -2.7441  -8.1117  0.0999
C  -1.8175  -8.1869  -1.1178
O  -1.2708  -9.4998  -1.2785
C  -1.9509  -10.2504  -2.2793
H  -4.5861  -10.8336  0.2100
H  -2.8382  -10.6464  0.4419
H  -3.9781  -10.0217  1.6669
H  -2.2127  -8.3936  1.0181
H  -3.0880  -7.0789  0.2171
H  -0.9737  -7.5076  -0.9580
H  -2.3373  -7.8674  -2.0286
H  -1.6382  -9.9068  -3.2705
H  -3.0386  -10.1653  -2.1865
H  -1.6749  -11.3011  -2.1662
C  7.3295  -4.8914  5.9584
O  7.5951  -3.5078  5.7587
C  7.3708  -2.7331  6.9411
C  8.6853  -2.4219  7.6639
O  9.2963  -3.6117  8.1732
C  10.3544  -4.0755  7.3408
H  7.7655  -5.4484  5.1286
H  7.7585  -5.2625  6.8920
H  6.2474  -5.0580  5.9619
H  6.6637  -3.2413  7.6095
H  6.9119  -1.7909  6.6242
H  8.4681  -1.7813  8.5250
H  9.3763  -1.8792  7.0083
H  11.2413  -3.4525  7.4946
H  10.0768  -4.0652  6.2817
H  10.5902  -5.1028  7.6270
C  -0.8506  9.6952  -6.3078
O  -2.2616  9.5648  -6.1781
C  -2.9285  10.8313  -6.1749
C  -3.5341  11.1483  -7.5460
O  -2.5179  11.3254  -8.5381
C  -2.3479  10.1687  -9.3510
H  -0.4380  8.7205  -6.5696
H  -0.5730  10.4121  -7.0839
H  -0.4241  10.0103  -5.3499
H  -2.2463  11.6280  -5.8511
H  -3.7372  10.7653  -5.4398
H  -4.0805  12.0947  -7.4769
H  -4.2454  10.3720  -7.8513
H  -3.1650  10.1079  -10.0769
H  -2.3160  9.2505  -8.7552
H  -1.4028  10.2647  -9.8900

Output
Kohn-Sham gap (eV): 5.887
Molar mass (g/mol): 867.4
Total charge: -1
DFT total energy (Eh): -2929.7228



DFT (the ωB97M-V functional and the def2-TZVPD basis) results for an isolated molecule of C3H6ClN.

Positions of all 11 atoms, in Å:
C  1.1287  -0.2552  0.6337
C  -0.1603  0.5202  0.2739
C  -0.2731  1.8160  -0.1521
H  2.5357  0.0853  -0.6455
H  1.1917  -0.7396  -1.2778
H  1.6720  0.3599  1.4037
H  0.8134  -1.1401  1.1510
H  -0.9372  2.2593  -0.9776
H  0.5228  2.5157  0.3775
N  1.8653  -0.6407  -0.5189
Cl  -1.3545  -0.6671  -0.0548

Output
Structure (SMILES): C=C(Cl)CN
Kohn-Sham gap (eV): 10.221
Molar mass (g/mol): 91.5
Energy relative to the best compared isomer or geometry (same formula, charge and spin) (eV): 0.946
DFT total energy (Eh): -632.7919



DFT (the ωB97M-V functional and the def2-TZVPD basis) results for a 2-piece molecular cluster, C15H20BBrCl2N3O2S2 overall.

Positions of all 46 atoms, in Å:
O  -3.6926  0.2695  2.3877
O  -2.4537  -0.4476  2.3114
C  -1.3889  0.4911  2.4306
B  0.0697  -0.2531  2.5792
Br  -0.1873  -1.8205  3.9009
C  0.6914  -0.7162  1.1376
C  0.2381  -2.0626  0.6003
C  1.1584  -2.6040  -0.5144
S  0.9509  -1.7869  -2.1122
C  1.8838  -0.3179  -2.0600
S  3.3289  -0.1276  -1.3775
N  1.2440  0.7377  -2.7651
C  0.3052  1.5896  -2.2796
C  -0.0241  2.4253  -3.3081
N  0.6971  2.0986  -4.4260
C  1.4471  1.0908  -4.0749
C  1.1511  0.7919  3.2437
C  1.0203  2.1593  2.9539
C  1.9490  3.0671  3.4472
C  2.9940  2.5549  4.2072
C  3.0593  1.1940  4.4529
N  2.1659  0.3202  3.9861
H  -3.9813  0.0971  3.2918
H  -1.4058  1.1156  1.5291
H  -1.5790  1.1059  3.3130
H  0.3616  0.0375  0.4191
H  1.7798  -0.6692  1.1567
H  -0.7544  -1.9864  0.1596
H  0.2410  -2.8335  1.3663
H  1.0491  -3.6755  -0.6476
H  2.1893  -2.4469  -0.1993
H  -0.1222  1.6059  -1.2965
H  -0.7366  3.2234  -3.2510
H  2.1348  0.5811  -4.7196
H  0.2108  2.5206  2.3404
H  1.8640  4.1259  3.2553
H  3.7579  3.2098  4.6042
H  3.8809  0.8057  5.0385
Cl  -2.0993  -0.1322  -3.8691
C  -2.9084  -1.5850  -4.5050
C  -3.6449  -2.3473  -3.4323
Cl  -2.5316  -3.1029  -2.2689
H  -2.1534  -2.2065  -4.9802
H  -3.6151  -1.2503  -5.2634
H  -4.2276  -3.1484  -3.8852
H  -4.3168  -1.6979  -2.8770

Output
Kohn-Sham gap (eV): 7.086
Molar mass (g/mol): 500.1
Total charge: -1
DFT total energy (Eh): -5213.9549



DFT (the ωB97M-V functional and the def2-TZVPD basis) results for a 2-piece molecular cluster, C3H5N3O overall.

Positions of all 12 atoms, in Å:
O  -2.8166  0.7466  -0.0555
C  -1.6256  0.0303  0.1554
C  -0.4957  0.7125  -0.5071
N  0.3082  1.2900  -1.1059
N  2.8607  0.4605  0.2007
C  2.1334  -0.4835  0.4587
N  1.3716  -1.3669  0.8571
H  -2.8767  0.9597  -0.9960
H  -1.6703  -1.0035  -0.2157
H  -1.4491  -0.0152  1.2325
H  2.6391  0.9885  -0.6393
H  1.6210  -2.3190  0.6151

Output
Structure (SMILES): N#CCO.N=C=N
Kohn-Sham gap (eV): 11.130
Molar mass (g/mol): 99.1
Energy relative to the best compared isomer or geometry (same formula, charge and spin) (eV): 2.123
DFT total energy (Eh): -356.7793



DFT (the ωB97M-V functional and the def2-TZVPD basis) results for an isolated molecule of C8H14BrNSi.

Positions of all 25 atoms, in Å:
C  1.8110  2.0442  -0.5257
C  2.5165  1.9731  0.6756
C  0.7262  1.3234  -0.8755
C  3.0452  0.8639  1.2713
C  3.3972  -0.2915  0.6453
C  -2.9362  0.2188  -0.8137
C  -1.4849  -1.1184  1.7651
C  -1.0510  -2.2402  -1.0314
N  0.1081  0.3849  -0.0112
Si  -1.3602  -0.5889  -0.1180
Br  2.8286  -0.9180  -0.9434
H  2.1253  2.8050  -1.2433
H  3.0737  2.8700  0.8912
H  0.1100  1.5515  -1.8126
H  3.6207  1.0761  2.2025
H  0.7616  0.0264  0.7649
H  -2.7132  0.3986  -1.9795
H  -3.8912  -0.3453  -0.7687
H  -3.1906  1.2781  -0.4073
H  -1.6689  -0.1842  2.4182
H  -2.4209  -1.6245  1.7858
H  -0.6214  -1.6969  1.9697
H  0.0229  -2.2043  -1.4291
H  -1.1406  -3.1517  -0.4099
H  -1.6680  -2.4500  -2.0205

Output
Kohn-Sham gap (spin up / spin down) (eV): 6.987 / 6.250
Molar mass (g/mol): 232.2
Energy relative to the best compared isomer or geometry (same formula, charge and spin) (eV): 4.325
DFT total energy (Eh): -3231.3440



DFT (the ωB97M-V functional and the def2-TZVPD basis) results for C54H49F4N8S3Ti as an isolated structure.

Positions of all 119 atoms, in Å:
Ti  -1.4497  0.4441  -1.3065
C  -1.4682  4.2004  -1.8519
C  -1.7628  3.1756  -2.9293
N  -0.9365  1.9216  -2.9126
C  0.5010  2.2215  -3.1914
C  1.3509  2.6041  -1.9935
C  -1.4277  1.0689  -4.0416
C  -2.8678  0.6188  -3.7908
N  -3.0693  0.5605  -2.3277
C  -4.3472  0.8778  -1.8489
C  -4.4597  1.6891  -0.7271
F  -3.2987  2.1493  -0.1869
C  -5.6730  2.0330  -0.1733
F  -5.6846  2.8043  0.9153
C  -6.8479  1.5828  -0.7418
C  -6.7624  0.7722  -1.8581
F  -7.8628  0.2933  -2.4179
C  -5.5372  0.4155  -2.4019
F  -5.4890  -0.4289  -3.4413
H  -2.2779  4.9297  -1.8493
H  -1.4423  3.7450  -0.8612
H  -0.5471  4.7489  -2.0304
H  -2.8033  2.8740  -2.8433
H  -1.6369  3.6258  -3.9195
H  0.9204  1.3211  -3.6394
H  0.5393  3.0043  -3.9553
H  1.2441  1.8774  -1.1871
H  2.3954  2.6133  -2.3101
H  1.1224  3.5897  -1.6000
H  -1.3681  1.6253  -4.9807
H  -0.7574  0.2129  -4.1122
H  -3.5756  1.3258  -4.2269
H  -3.0428  -0.3454  -4.2697
H  -7.8097  1.8465  -0.3245
N  -0.0069  -0.6501  -1.8368
S  1.3871  -1.0538  -1.4626
N  2.1069  -0.3211  -0.2326
S  2.0588  -0.4982  1.3066
N  0.6841  -0.3831  2.0413
S  -0.3541  0.8297  1.7821
N  -0.8169  0.9894  0.3645
C  -1.6422  0.3962  2.9035
C  -2.7881  1.1817  2.8117
C  -3.8487  0.8991  3.6538
C  -3.7519  -0.1461  4.5678
C  -2.5947  -0.9098  4.6518
C  -1.5178  -0.6400  3.8201
C  0.3485  2.3224  2.3919
C  0.7510  2.3758  3.7223
C  1.2793  3.5629  4.1966
C  1.3894  4.6650  3.3530
C  0.9774  4.5906  2.0295
C  0.4486  3.4077  1.5355
C  3.2056  0.7030  1.8905
C  3.6373  0.5653  3.2075
C  4.4960  1.5209  3.7196
C  4.8915  2.5957  2.9298
C  4.4326  2.7247  1.6256
C  3.5801  1.7716  1.0885
C  2.6617  -2.0517  1.8591
C  4.0293  -2.2831  1.7298
C  4.5248  -3.5083  2.1362
C  3.6611  -4.4751  2.6465
C  2.2991  -4.2269  2.7535
C  1.7846  -3.0006  2.3611
C  2.5293  -0.7089  -2.7640
C  3.7429  -0.0733  -2.5467
C  4.5765  0.1457  -3.6351
C  4.1974  -0.2770  -4.9014
C  2.9825  -0.9269  -5.0975
C  2.1368  -1.1494  -4.0257
C  1.4843  -2.8000  -1.2305
C  0.3098  -3.5371  -1.2293
C  0.3923  -4.9113  -1.0568
C  1.6312  -5.5194  -0.9109
C  2.8011  -4.7658  -0.9498
C  2.7366  -3.3946  -1.1160
H  -2.8505  1.9944  2.1003
H  -4.7460  1.5003  3.6021
H  -4.5822  -0.3593  5.2270
H  -2.5229  -1.7155  5.3696
H  -0.6118  -1.2236  3.8867
H  0.6406  1.5192  4.3758
H  1.5909  3.6360  5.2294
H  1.7892  5.5934  3.7378
H  1.0554  5.4566  1.3863
H  0.1149  3.3198  0.5123
H  3.3256  -0.2753  3.8138
H  4.8622  1.4253  4.7324
H  5.5672  3.3367  3.3354
H  4.7456  3.5642  1.0201
H  3.2182  1.8547  0.0754
H  4.6935  -1.5201  1.3442
H  5.5855  -3.7074  2.0686
H  4.0592  -5.4267  2.9722
H  1.6299  -4.9736  3.1595
H  0.7315  -2.7928  2.4663
H  4.0309  0.2421  -1.5547
H  5.5267  0.6410  -3.4908
H  4.8557  -0.1076  -5.7425
H  2.7002  -1.2647  -6.0849
H  1.1924  -1.6613  -4.1643
H  -0.6374  -3.0444  -1.3936
H  -0.5080  -5.5106  -1.0631
H  1.6906  -6.5929  -0.7929
H  3.7634  -5.2520  -0.8698
H  3.6410  -2.8035  -1.1811
N  -1.1550  -4.1893  3.1624
C  -1.7785  -3.7724  2.2934
C  -2.4726  -3.1938  1.1775
C  -3.6234  -3.7532  0.6296
C  -4.1649  -3.1423  -0.4853
C  -3.5649  -2.0015  -0.9905
N  -2.4758  -1.4379  -0.4448
C  -1.9365  -2.0455  0.6142
H  -4.0635  -4.6447  1.0561
H  -5.0429  -3.5421  -0.9718
H  -3.9537  -1.5285  -1.8781
H  -1.0221  -1.6353  1.0129

Output
Kohn-Sham gap (eV): 7.545
Molar mass (g/mol): 1030.1
Energy relative to the best compared isomer or geometry (same formula, charge and spin) (eV): 0.019
Total charge: +3
DFT total energy (Eh): -4967.7170